Formula: C40H81BBrN8O11
Source: OMol25
Level of theory: ωB97M-V/def2-TZVPD

The geometry in XYZ format:
```
142
Properties=species:S:1:pos:R:3:forces:R:3
C -2.353791 -2.596902 6.061719 5.18 0.52 -8.21
C -1.637495 -2.433713 4.837546 -5.02 -1.07 7.83
C -1.038388 -2.228281 3.288295 -0.19 -0.37 2.48
C -1.698754 -3.387082 2.381185 -0.51 -1.11 1.05
C -2.184710 -3.049057 0.876980 -0.72 -1.13 -0.22
C -2.036025 -1.564431 0.277065 1.16 1.74 -2.73
C -0.497145 -0.904666 0.220112 1.37 -0.54 1.38
C 0.653202 -2.028387 -0.206044 0.48 0.25 -0.74
C 1.558895 -1.478194 -1.500519 0.07 -1.79 1.29
C 2.656906 -0.333607 -1.086119 -0.60 -0.98 -1.48
N 2.694431 0.657938 -2.268268 -1.08 0.17 0.90
C -2.934070 -0.281529 0.642285 0.12 1.93 1.46
C -3.734030 0.013328 2.016518 -0.34 2.82 -0.05
Br -4.608650 -1.531517 2.932758 0.63 0.81 -0.79
C -2.948756 1.060653 3.065602 -0.63 -1.05 1.26
C -3.572428 2.583828 3.030932 -0.39 0.15 0.33
N -4.069060 -0.139390 -0.401072 1.19 0.77 0.38
C -3.543129 -0.459247 -1.792591 -1.12 -3.60 -0.30
C -4.870063 -1.278185 -2.404237 -1.13 0.31 -0.60
B -6.226151 -0.297655 -2.533730 -1.00 0.69 0.41
O -6.501579 0.454963 -3.786364 1.55 0.44 3.29
O -7.123600 -0.247485 -1.326052 2.33 1.69 -2.59
C -3.174760 0.733701 -2.837168 -0.05 0.93 -0.55
C -1.746968 1.492882 -2.663506 6.50 -1.66 -1.21
O -0.519490 1.006222 -2.901944 -8.74 3.01 1.53
O -1.760901 2.956666 -2.328479 -1.16 -2.37 2.65
C -2.071752 3.185529 -0.918264 -3.59 0.62 4.24
C -0.824630 3.540052 0.138663 -0.13 1.09 -1.37
O -3.297070 3.210633 -0.358083 6.65 -0.85 -4.53
C -2.358591 -1.564651 -1.370636 1.01 -0.46 -2.98
C -2.656197 -2.979889 -2.137839 1.01 -1.34 1.06
H -2.782978 -2.939182 7.121562 1.32 1.05 -3.04
H 0.127682 -2.388415 3.397144 -2.43 0.59 -0.36
H -1.275908 -1.123760 3.015279 0.40 -2.15 0.34
H -2.648537 -3.799853 2.977577 2.14 1.04 -1.34
H -0.938898 -4.309696 2.393357 -1.64 2.14 -0.32
H -1.642162 -3.887916 0.217361 -1.24 2.46 1.12
H -3.340345 -3.344645 0.802439 2.43 0.70 0.17
H -0.459058 0.065711 -0.474741 -0.28 -2.30 1.23
H -0.142665 -0.505527 1.280404 -0.99 -0.79 -1.99
H 0.204405 -3.047293 -0.565521 0.65 2.04 0.84
H 1.380051 -2.253417 0.713832 -1.70 0.63 -2.08
H 2.149112 -2.437752 -1.891943 -1.33 2.08 0.76
H 0.812867 -1.172322 -2.347707 1.49 -0.18 1.57
H 3.709257 -0.879635 -1.041242 -2.24 1.37 0.32
H 2.363551 0.186193 -0.078032 0.81 -0.99 -2.04
H 1.984265 1.406914 -2.033176 0.96 -1.29 -0.66
H 2.336594 0.176612 -3.142442 0.55 0.77 1.56
H -2.289952 0.717768 0.502448 -1.22 -2.33 0.25
H -4.668454 0.690454 1.690215 1.96 -1.65 0.75
H -1.776672 1.015588 2.944399 -2.41 0.22 -0.03
H -3.183607 0.627942 4.149823 0.72 0.88 -2.35
H -4.220875 2.811032 2.058116 1.80 -0.43 1.94
H -4.321978 2.772993 3.939631 1.74 -0.66 -1.93
H -2.689614 3.341231 3.172753 -1.85 -1.32 -0.52
H -4.767917 -0.816345 0.031669 0.24 1.10 -1.56
H -4.390602 0.850933 -0.462294 -0.18 -0.85 0.87
H -4.691860 -1.672809 -3.499136 -0.08 0.53 2.40
H -5.240255 -2.133475 -1.656988 1.33 1.65 -1.70
H -6.023420 1.346796 -3.729731 -1.14 -1.79 -0.39
H -7.464205 0.684492 -1.181788 0.04 -1.68 -0.56
H -3.987625 1.605219 -2.905896 1.72 -1.95 0.51
H -3.174320 0.245124 -3.926556 0.26 0.91 2.53
H -0.048724 2.669001 0.231939 -1.64 1.52 -0.27
H -1.257586 3.913735 1.175854 0.68 -1.15 -2.42
H -0.283864 4.480432 -0.352881 -1.09 -2.04 0.99
H -1.366121 -1.237728 -1.948555 -2.17 -0.44 1.49
H -3.546817 -3.615269 -1.658939 1.87 1.54 -1.27
H -2.754698 -2.856360 -3.299434 -0.01 -0.06 2.36
H -1.689285 -3.660199 -1.969849 -2.09 1.47 -0.38
C -3.229158 8.354931 -2.030908 0.15 0.21 0.01
C -2.942393 7.003140 -1.438129 0.35 -0.42 0.32
O -1.881315 6.749440 -0.872289 -0.29 -0.05 -0.22
N -3.903202 6.040307 -1.541747 0.58 0.47 0.03
C -5.203491 6.137823 -2.161916 0.05 -0.38 0.20
H -2.371269 9.013192 -1.869406 -0.15 -0.27 0.03
H -3.396749 8.263924 -3.107292 -0.15 0.10 0.10
H -4.101673 8.799378 -1.545166 -0.01 0.00 -0.21
H -3.636617 5.159082 -1.119347 -0.25 0.24 -0.05
H -5.958149 5.916763 -1.403036 -0.21 0.11 -0.23
H -5.258822 5.385537 -2.952829 -0.27 0.16 -0.11
H -5.391017 7.125681 -2.585218 0.11 -0.20 0.11
C 4.633811 -2.070562 3.274606 -0.05 -0.24 0.02
C 3.997138 -0.925654 2.536507 -0.07 0.77 -0.27
O 2.944756 -1.053435 1.914743 -0.04 -0.13 0.23
N 4.622726 0.286153 2.569718 -0.66 -1.05 -0.13
C 5.853705 0.638895 3.236904 -0.02 0.48 -0.05
H 4.019991 -2.967440 3.155439 0.04 0.27 -0.05
H 5.626487 -2.274569 2.864795 -0.01 0.04 0.22
H 4.701536 -1.837609 4.340397 0.19 -0.06 -0.10
H 4.133897 1.005429 2.050357 0.14 -0.15 0.14
H 5.636416 1.440709 3.946942 0.42 -0.07 -0.03
H 6.554082 1.007215 2.483012 0.17 -0.02 0.36
H 6.298609 -0.205294 3.765694 -0.17 0.11 -0.16
C 4.653509 6.065970 -3.104637 0.15 0.24 -0.03
C 4.940274 4.714180 -2.511858 0.28 -0.60 0.32
O 6.001353 4.460479 -1.946018 -0.39 0.18 -0.18
N 3.979466 3.751347 -2.615476 0.60 0.62 0.17
C 2.679176 3.848864 -3.235645 0.17 -0.39 0.09
H 5.511398 6.724232 -2.943135 -0.14 -0.26 0.02
H 4.485919 5.974965 -4.181021 -0.15 0.10 0.10
H 3.780994 6.510418 -2.618895 -0.02 0.00 -0.21
H 4.246050 2.870122 -2.193076 -0.19 -0.05 -0.20
H 1.924519 3.627802 -2.476765 -0.25 0.11 -0.22
H 2.623845 3.096577 -4.026559 -0.28 0.13 -0.03
H 2.491650 4.836721 -3.658947 0.12 -0.15 0.13
C 2.294270 -5.486643 1.036391 -0.10 0.12 0.20
C 2.181478 -5.626557 -0.456479 -0.25 0.10 -0.81
O 1.477110 -4.879166 -1.131536 0.26 -0.29 0.27
N 2.891359 -6.621084 -1.063044 -0.45 0.63 0.29
C 3.767463 -7.593750 -0.453751 0.05 -0.14 -0.42
H 1.672577 -4.652363 1.372306 0.10 -0.14 -0.22
H 1.942130 -6.398558 1.525653 0.19 0.06 0.05
H 3.330488 -5.279490 1.315857 -0.08 -0.15 0.10
H 2.763823 -6.651102 -2.067474 0.03 0.00 0.24
H 4.760237 -7.479403 -0.896015 0.07 -0.21 0.25
H 3.382868 -8.589650 -0.687870 0.23 -0.07 0.22
H 3.834916 -7.474622 0.628594 -0.08 0.05 -0.24
C -3.878330 -6.718133 -1.548708 0.07 0.07 -0.24
C -3.201319 -6.511489 -0.222090 0.48 0.12 0.60
O -2.129877 -5.918078 -0.120595 -0.35 -0.25 -0.15
N -3.811442 -7.005847 0.893391 0.43 0.42 -0.63
C -5.060011 -7.725252 0.985077 0.07 -0.05 0.44
H -3.272740 -6.269527 -2.340779 -0.02 -0.08 0.28
H -3.979765 -7.786850 -1.754930 -0.18 0.13 -0.02
H -4.858786 -6.234950 -1.548058 -0.04 -0.22 -0.05
H -3.295433 -6.827256 1.746553 -0.11 -0.07 -0.17
H -5.728807 -7.160934 1.639699 -0.21 -0.23 -0.11
H -4.856756 -8.700586 1.434469 -0.31 -0.03 -0.10
H -5.534093 -7.864185 0.012370 0.18 0.07 0.17
C 9.060586 5.112669 3.182507 0.12 0.10 0.22
C 8.060935 4.040792 2.846743 -0.53 -0.61 -0.05
O 7.537009 3.341847 3.711268 0.17 0.24 -0.15
N 7.737948 3.853086 1.534728 0.19 0.04 0.95
C 8.237221 4.562800 0.380645 -0.32 -0.09 -0.34
H 9.214341 5.141646 4.264582 -0.14 -0.12 -0.25
H 10.018617 4.894631 2.703333 -0.08 0.20 -0.04
H 8.686247 6.087900 2.860706 0.20 -0.05 -0.08
H 7.059664 3.114984 1.389191 0.17 0.25 -0.04
H 7.386149 5.019966 -0.130187 0.34 0.02 -0.20
H 8.707998 3.836138 -0.286343 0.05 0.29 -0.16
H 8.960439 5.335198 0.646290 -0.12 -0.22 0.10
```
Positions in Å, forces in eV/Å.

charge = +1
E_tot = -5436.67302 Ha
gap between HOMO and LUMO = 6.9 eV
highest occupied orbital energy = -0.379 hartree
molar mass = 940.849 g/mol